{"formula": "C5H8O", "method": "ωB97M-V/def2-TZVPD", "elements": ["C", "C", "C", "C", "C", "O", "H", "H", "H", "H", "H", "H", "H", "H"], "positions_angstrom": [[-1.87898, 0.47783, 0.26554], [-0.49293, -0.06662, 0.02633], [0.59630, -0.75142, 0.85676], [1.69133, -0.17953, -0.26358], [0.49348, 0.37956, -0.96116], [-0.35903, -0.70834, -1.25772], [-1.89700, 1.16354, 1.11511], [-2.62554, -0.30813, 0.44488], [-2.20250, 1.02199, -0.63289], [1.29459, -0.25441, 1.48632], [0.35165, -1.80499, 1.06759], [2.33230, 0.64651, 0.13428], [2.34513, -0.88023, -0.77335], [0.44654, 1.26881, -1.56218]], "multiplicity": 1, "lumo_ev": 1.11, "total_charge": 0, "relative_energy_kj_mol": 305.9, "homo_lumo_gap_ha": 0.39792, "smiles": "C[C@]12CC[C@H]1O2", "largest_force_ev_per_a": 2.99, "homo_energy_ev": -9.72}